No. 1
Formula: C34H22Cl5CoN5O3
Source: OMol25
Level of theory: ωB97M-V/def2-TZVPD

Calculated values
Orbital gap (spin up / spin down): 6.362 / 6.697 eV
HOMO (spin up / spin down): -7.79 / -8.09 eV
Multiplicity: 2
Energy relative to the best compared isomer or geometry (same formula, charge and spin): 1.236 eV

Geometry as XYZ:
```
70
Properties=species:S:1:pos:R:3:forces:R:3
Co 0.03422 -0.24476 1.15449 0.1966 -0.5402 -1.3670
N -3.61668 -0.47196 -1.01631 0.0126 0.0804 0.1292
C -2.34458 -0.69196 -0.63371 -0.3859 0.0208 -0.3465
N -1.83498 -0.24026 0.46429 -0.3166 0.0303 0.3566
C -2.60818 0.60194 1.27439 1.6727 0.0593 0.2884
N -2.01788 1.24114 2.25369 -3.0323 1.2145 0.3989
N -0.75098 1.00674 2.36329 3.3681 -0.0675 0.9806
C 0.09982 1.60334 3.17439 -3.3601 0.0021 -1.1706
C 1.40092 1.08204 3.11659 2.4350 -1.0868 -0.4007
C 2.42752 1.43554 4.01649 -1.0285 0.1230 -0.4187
C 3.64452 0.81344 3.94789 0.3204 -0.7256 -0.5888
C 3.83522 -0.17556 2.97249 -0.0714 0.5240 0.6402
C 2.79062 -0.49126 2.13259 -0.0312 -0.1180 -0.3161
N 1.60632 0.11234 2.16069 0.3195 0.9202 1.1188
C -3.99638 0.80524 0.97239 -0.5083 -0.0510 -0.3510
C -4.84468 1.56214 1.78369 -0.1148 -0.0570 -0.1985
C -6.15908 1.76324 1.40809 0.2210 0.1173 0.3737
C -6.64188 1.23514 0.21969 0.3614 -0.3395 -0.4172
C -5.80818 0.48824 -0.60491 -0.5503 0.1875 0.0780
C -4.49528 0.26534 -0.22651 0.4637 0.1047 0.3944
H -3.94528 -0.80326 -1.91221 0.2432 -0.0313 0.0885
H -1.72428 -1.27816 -1.29701 0.0047 -0.0514 -0.0489
H -0.19808 2.38744 3.85439 -0.0726 0.1159 0.1106
H 2.22052 2.17804 4.77149 -0.0276 0.1071 0.0429
H 4.43362 1.05234 4.64479 0.0496 0.0680 0.0204
H 4.76902 -0.70406 2.89579 0.1156 -0.0990 -0.0523
H 2.90292 -1.28666 1.40889 -0.0692 -0.0192 -0.0340
H -4.44068 1.98924 2.68729 0.0160 0.0109 0.0961
H -6.80988 2.34214 2.04599 -0.0521 0.0459 0.0165
H -7.66698 1.41104 -0.07251 -0.0313 -0.0228 -0.0388
H -6.18348 0.08924 -1.53751 0.0122 -0.0515 -0.0448
O 1.41522 -0.63706 -0.77091 0.3756 -0.2244 0.0549
C 1.41432 0.37564 -1.77901 -1.1365 0.9033 0.0713
C 0.08182 1.22524 -1.42851 1.7099 -1.1892 -0.6125
O -0.65358 1.55604 -2.33191 -0.8215 0.4077 -0.4970
O 0.00832 1.43004 -0.19991 -0.5462 0.4768 1.4397
C 2.62272 1.28274 -1.62041 0.1632 -0.2644 -0.0196
C 2.60942 2.42914 -0.83341 -0.0035 0.1396 0.0494
C 3.75252 3.19794 -0.69801 0.0552 -0.0009 -0.0029
C 4.92412 2.83064 -1.33501 0.1071 0.0268 0.0494
C 4.95242 1.67714 -2.09881 0.1650 -0.0599 -0.0205
C 3.81262 0.90704 -2.24101 -0.0293 0.0468 0.1214
C 1.31842 -0.21086 -3.16051 0.1016 -0.2920 0.0195
C 1.22392 -1.58416 -3.35821 0.0480 0.2637 0.1155
C 1.14572 -2.10446 -4.63781 -0.0607 -0.1011 -0.1825
C 1.15242 -1.26416 -5.73671 -0.0289 -0.1303 -0.0124
C 1.25012 0.10544 -5.54481 -0.0199 0.0967 -0.0028
C 1.33112 0.63184 -4.26831 0.0007 -0.1203 -0.0376
H 2.32442 -0.92976 -0.63801 -0.0173 -0.0696 -0.0620
H 1.70882 2.72824 -0.32011 -0.0486 -0.0341 -0.0379
H 3.72472 4.08874 -0.08911 -0.0111 0.1187 0.0530
H 5.81312 3.43494 -1.22931 0.0822 0.0490 -0.0060
H 5.86732 1.37264 -2.58341 0.1101 -0.0217 -0.0856
H 3.84242 0.00904 -2.84331 -0.0116 -0.0198 -0.0898
H 1.21122 -2.24936 -2.50961 0.0697 0.0242 0.0330
H 1.07862 -3.17396 -4.76691 -0.0208 -0.1333 -0.0673
H 1.07322 -1.67396 -6.73421 0.0438 -0.0007 -0.0522
H 1.26102 0.76574 -6.39901 -0.0132 0.0922 -0.0728
H 1.40032 1.69944 -4.12571 0.0001 0.0893 0.0204
Cl -0.10248 -1.25156 4.40369 0.1724 0.1772 0.5624
C -0.75638 -2.25936 3.17119 -0.0339 -0.3820 -0.5765
C -0.28688 -2.14146 1.85709 -0.4281 -0.0322 0.2317
C -0.74028 -3.15326 1.00599 0.0339 0.0952 0.6541
Cl -0.11998 -3.23826 -0.59591 0.1819 -0.0186 -0.5623
C -1.67818 -4.11346 1.36619 -0.0890 -0.0370 0.0175
Cl -2.24318 -5.27146 0.22039 -0.0369 -0.1093 -0.0052
C -2.21438 -4.09626 2.64839 0.0164 0.1123 -0.1080
Cl -3.47028 -5.18346 3.06909 -0.1240 -0.1583 0.1376
C -1.73318 -3.16946 3.56559 -0.0434 -0.0977 -0.0862
Cl -2.39958 -3.11916 5.14689 -0.0722 -0.0938 0.2290
```
Positions in Å, forces in eV/Å.

***

No. 2
Formula: C32H78AsF6N2O20
Source: OMol25
Level of theory: ωB97M-V/def2-TZVPD

Calculated values
Orbital gap (spin up / spin down): 2.075 / 7.285 eV
HOMO (spin up / spin down): 1.50 / -3.71 eV
Multiplicity: 2
Net charge: -2

Geometry as XYZ:
```
139
Properties=species:S:1:pos:R:3:forces:R:3
As -1.73738 0.60689 0.07238 -0.5339 1.0833 -0.4281
F -1.62391 2.38622 0.31471 0.2356 2.1112 0.4977
F -2.00710 0.95319 -1.64363 -0.1735 0.3599 -2.5407
F -1.98883 -1.12246 -0.30899 -0.0325 -2.5275 -0.4471
F -1.63843 0.30516 1.82811 0.1417 -0.6787 2.4188
F -3.54262 0.67092 0.25597 -1.9321 0.1628 0.2814
F 0.02904 0.38762 -0.14888 2.3166 -0.2239 -0.3707
C -4.13647 3.90190 -1.79251 -0.4790 -0.0581 1.6148
C -3.96400 3.21927 -3.06453 2.0151 0.1741 -0.9080
O -5.15488 3.38002 -3.84684 -0.6815 0.3268 -1.1975
C -5.18822 4.46638 -4.62873 0.6198 -0.7455 -0.3939
O -4.33218 5.31663 -4.71170 -0.6909 0.0378 0.0373
O -6.28668 4.39968 -5.42834 -0.1069 0.2322 0.4313
C -6.52303 5.53654 -6.27806 0.5227 0.0872 0.7058
H -3.31553 3.66895 -1.11435 0.1760 0.0800 -0.0530
H -5.02279 3.46037 -1.33689 -0.1866 0.3839 0.3626
H -4.23895 4.97514 -1.95295 -0.0932 0.0402 0.2222
H -3.63315 2.18614 -2.95839 -0.8743 -0.2497 -0.0576
H -3.12829 3.69636 -3.57649 -0.0967 -0.0031 -0.4059
H -6.44225 6.46520 -5.71314 -0.0348 -0.0319 0.1749
H -7.54393 5.45157 -6.65042 0.2824 -0.2400 -0.1703
H -5.74939 5.59448 -7.04372 -0.2652 -0.1764 -0.2500
C -2.15067 5.29532 2.44057 -0.0064 -0.2454 0.3465
C -3.59319 4.94833 2.01384 1.7806 0.6371 1.6081
O -3.98948 3.70299 2.62960 -1.3176 -0.2599 0.9794
C -4.67291 3.57062 3.87053 1.3898 1.1252 -0.8995
O -5.07762 4.50573 4.55969 0.4837 -2.0420 -1.5710
O -4.75237 2.25878 4.19991 0.4278 1.8324 0.3673
C -3.75842 1.32520 3.69184 0.0545 -0.4593 -1.0378
H -1.96595 5.13361 3.50257 -0.1743 0.0316 0.1105
H -1.97101 6.35046 2.23443 0.1016 0.0719 -0.1266
H -1.43522 4.68718 1.88703 -0.0170 -0.0287 -0.0213
H -3.41576 4.88998 0.93995 -1.3576 -0.7735 -0.0609
H -4.18678 5.81055 2.31770 -0.6633 -0.4318 -0.1493
H -2.85939 1.76948 3.26468 -0.4707 0.3609 -0.0742
H -4.26802 0.75365 2.91612 0.3524 -0.0883 0.0532
H -3.39047 0.65457 4.46835 -0.6077 0.2008 0.4217
C -0.63846 -1.49193 4.28627 0.7900 -1.0076 0.0773
C -0.62617 -2.93203 4.81818 -1.8468 0.7329 1.1334
O 0.48549 -3.65705 4.36149 1.8332 -2.1002 -0.4976
C 0.87429 -4.86004 4.88680 -0.5976 1.3237 0.2941
O 1.77711 -5.55212 4.47874 -1.0029 0.8041 0.3727
O 0.10608 -5.11011 5.99146 -0.2124 0.7308 -0.4856
C 0.44573 -6.15766 6.85407 0.4839 -1.1456 -0.6171
H -1.54614 -0.97492 4.59761 0.0358 -0.1115 -0.0495
H -0.56299 -1.48956 3.19890 -0.1405 0.1025 0.0398
H 0.23532 -0.98098 4.69067 -0.0548 0.2035 -0.0559
H -1.56157 -3.44323 4.59057 0.0228 -0.2169 -0.7512
H -0.68416 -2.95897 5.90630 0.5482 0.3466 0.1980
H 1.18360 -5.84621 7.59342 -0.0613 0.0443 0.0354
H 0.85316 -6.95797 6.23634 0.3017 -0.1806 0.2403
H -0.45110 -6.56259 7.32293 -0.0632 0.4339 0.0650
C 2.24021 2.21286 -3.35171 -0.0534 0.8599 0.0230
C 2.38839 1.78506 -1.89850 -1.6871 0.4731 -0.3655
O 3.69944 1.51132 -1.50000 1.3363 -2.0256 -0.9892
C 4.44055 2.29896 -0.79958 0.5212 -0.8093 1.9235
O 4.15532 3.38694 -0.42079 0.2205 1.7736 0.1892
O 5.53188 1.57928 -0.36709 0.1992 -0.7958 -0.6007
C 6.50105 2.17843 0.49032 -0.4253 1.4105 -0.5230
H 2.13279 3.29692 -3.38895 0.0716 0.1426 -0.1097
H 1.31489 1.79809 -3.75154 0.2037 -0.1296 -0.0850
H 3.08462 1.97302 -3.99789 -0.0270 -0.4091 0.1215
H 1.80136 0.87582 -1.76891 0.3010 -0.0489 0.4022
H 1.96288 2.55090 -1.25003 -0.0225 -0.1185 0.0908
H 7.41362 1.60660 0.65860 -0.6206 -0.9284 -0.2810
H 6.04901 2.44401 1.44596 0.0482 0.0946 -0.0446
H 6.87824 3.05949 -0.02887 -0.1622 0.4684 0.3205
C -0.31506 -0.85704 -4.11483 -0.2791 -0.7951 1.2895
O 1.00922 -0.72112 -4.56451 0.8310 -0.2526 -0.9094
C 1.79873 -1.88990 -4.40050 1.3749 0.1431 -1.0538
C 3.12253 -1.65747 -5.17366 0.7738 0.1362 0.6860
N 4.16390 -2.71245 -4.96775 -0.4877 -0.2172 0.0295
C 5.41024 -2.45434 -5.68566 -1.9515 1.0411 -0.5877
C 6.60256 -3.16648 -5.22077 0.6764 -0.3445 0.3511
O 6.95352 -2.68105 -3.93307 0.4529 -0.4360 0.6630
C 7.86179 -3.51351 -3.18726 -0.8238 0.3110 -0.4357
H -0.26112 -0.90837 -3.02738 -0.4721 -0.0557 0.2717
H -0.75812 -1.78522 -4.47577 -0.1194 -0.1511 -0.1443
H -0.99025 -0.03421 -4.34975 0.5979 0.2665 -0.3542
H 1.42018 -2.79427 -4.87685 -0.9032 -0.0428 0.2073
H 2.05606 -2.12122 -3.36687 -0.3375 0.1511 0.3285
H 3.56134 -0.72415 -4.82087 -0.1447 0.4957 -0.0989
H 2.90477 -1.54343 -6.23558 0.0345 -0.1501 -0.0633
H 4.42503 -2.70910 -3.99209 -0.2373 0.0072 0.3346
H 5.65172 -1.39191 -5.65371 0.1065 0.4723 0.0022
H 5.24927 -2.68553 -6.73862 0.0432 -0.1174 -0.1945
H 7.34554 -2.90013 -5.97253 0.6854 -0.1583 0.0936
H 6.46294 -4.24690 -5.25676 -0.0085 -0.2460 0.3389
H 8.79466 -3.62825 -3.73925 0.1067 -0.2458 0.0197
H 7.38207 -4.46450 -2.95581 0.1195 -0.3580 -0.3711
H 8.06827 -3.09337 -2.20289 -0.0849 0.5666 -0.2757
C 2.90844 -2.49971 2.69580 0.1400 0.4423 0.1352
O 2.58651 -1.15405 3.07977 0.2680 0.0241 0.1462
C 2.19433 -0.31471 1.98289 -0.2959 0.1634 -1.3991
C 2.48281 1.20104 2.20739 1.4689 -1.7849 1.3850
N 1.84326 1.73081 3.38805 0.0337 1.4702 -0.5618
C 0.42515 1.96794 3.13093 -0.0189 -1.0262 2.0011
C -0.11391 2.66593 4.40990 -1.1500 0.2953 -2.9843
O -0.02298 1.90562 5.55807 0.4350 -0.7382 0.2428
C 1.07926 2.16682 6.37104 -0.6632 -0.0431 1.1904
H 2.04891 -3.03274 2.28938 -0.0105 0.1136 -0.1950
H 3.30009 -3.08506 3.52771 -0.5066 0.3858 0.6206
H 3.77183 -2.53154 2.03122 -0.1305 0.3311 -0.7302
H 1.15912 -0.45539 1.67203 -0.3394 -0.1645 0.5380
H 2.72050 -0.65224 1.08995 0.4785 0.1102 -0.2025
H 2.35925 1.86754 1.35381 -0.4911 -0.4120 -0.1210
H 3.54474 1.22603 2.45193 0.4779 0.0707 -0.2412
H 1.84438 1.04724 4.13158 0.4298 -0.2963 -0.1093
H 0.05208 0.94545 3.07227 -1.1609 0.4164 -0.2726
H 0.19223 2.48579 2.20051 0.1781 0.1805 0.1301
H -1.17761 2.84703 4.25551 -0.2007 0.0253 -0.0052
H 0.34686 3.65372 4.41703 0.4072 0.1258 0.7242
H 1.04701 3.22819 6.61711 0.6488 0.2564 -0.0207
H 2.05646 1.81705 6.03810 -0.0153 0.2564 -0.4101
H 0.84563 1.63753 7.29482 0.1931 -0.0784 0.2153
C -4.18876 -1.42363 -2.42207 0.7929 0.8332 -0.1083
O -4.72933 -2.53349 -3.13786 -0.4697 0.1867 -0.1310
H -4.70635 -0.51944 -2.74246 -0.2799 0.1384 0.5873
H -4.16445 -1.59707 -1.34623 -0.2615 0.2529 -0.0752
H -3.16798 -1.20727 -2.73717 0.1906 -0.4499 0.0423
H -5.64657 -2.27062 -3.24350 -0.0530 -0.6201 -0.1929
C -1.85749 -4.31224 -1.99537 -0.5567 1.6395 2.0662
O -2.52197 -4.18931 -3.18619 -0.1145 -1.3773 -2.6066
H -1.17777 -5.14509 -1.81527 0.1338 -0.0239 -0.9697
H -1.39929 -3.33639 -1.83456 0.7148 -0.3248 0.6361
H -2.61406 -4.40864 -1.21665 0.0357 -0.0801 0.6013
H -3.19472 -3.50752 -3.12153 -0.2136 -0.1203 0.0592
C 1.00142 -2.80751 -0.69080 0.2995 0.9286 0.8735
O -0.03769 -2.97940 0.27884 1.4619 -1.0786 -0.2513
H 1.22992 -1.78217 -0.98161 -0.9934 0.4951 -0.1715
H 1.96787 -2.99523 -0.22300 -0.0148 -0.8339 0.4019
H 0.94931 -3.40585 -1.60041 -0.5380 -0.2723 0.0835
H -0.76297 -2.35058 0.26648 -0.0968 0.8200 -0.8348
C -3.40409 -2.34801 1.86908 1.2666 -0.1149 -0.6606
O -4.46145 -1.47522 1.63260 -1.2630 -0.5189 0.8240
H -2.48449 -1.76475 1.82149 0.1603 -0.3754 0.3277
H -3.41885 -2.91479 2.80001 -0.6032 0.3483 0.4166
H -3.33067 -3.09928 1.08276 0.0134 -0.2347 -0.2625
H -4.12193 -0.75585 1.09517 0.2156 0.6454 -0.3988
```
Positions in Å, forces in eV/Å.